No. 1
The following is a DFT calculation (ωB97M-V with the def2-TZVPD basis set) of 2 unconnected molecules or ions with the total composition C6H15Br2N3OP in a non-equilibrium geometry.

Its LUMO energy is -3.123 eV. As for the charge: +1. For the largest force on an atom, the calculation gives 1.41 eV Å⁻¹. The calculation puts the frontier orbital gap at 0.375 hartree.

The geometry in XYZ format:
```
28
Properties=species:S:1:pos:R:3:forces:R:3:lowdin_charge:R:1
O 1.020325 4.155755 -0.922585 -0.1 -0.1 0.0 -0.352
P -0.024615 3.136098 -0.860154 0.3 0.1 -0.1 0.703
N 0.327788 1.861473 -1.988668 -0.7 0.1 -0.4 -0.010
C 0.169448 0.534396 -1.918733 -0.1 -1.0 0.0 -0.392
N -0.451664 -0.085165 -0.911050 0.7 1.0 0.6 0.108
C 0.260406 -1.229840 -0.278830 -0.3 -0.3 -0.2 -0.139
C 1.629040 -1.462951 -0.911519 0.1 -0.2 0.0 -0.137
C 1.695505 -1.263426 -2.426244 -0.2 -0.3 0.0 -0.123
N 0.659853 -0.289945 -2.881137 0.7 0.9 0.0 0.098
H -0.152132 2.388430 0.314564 -0.1 0.0 0.1 -0.005
H -1.310815 3.528470 -1.237827 -0.1 0.0 0.1 0.034
H 0.778395 2.216853 -2.825327 0.0 0.0 0.0 0.134
H -0.872133 0.533864 -0.225508 -0.1 -0.2 0.1 0.023
H 0.391618 -0.946212 0.763967 0.0 -0.1 0.0 0.028
H -0.365700 -2.120061 -0.297472 0.0 0.0 -0.2 0.129
H 2.364957 -0.822018 -0.423956 -0.1 0.1 0.0 0.124
H 1.925507 -2.487021 -0.690158 0.1 0.0 0.1 0.127
H 2.671934 -0.859001 -2.689617 0.0 0.0 0.0 0.126
H 1.573113 -2.193074 -2.976207 -0.2 0.0 0.0 0.124
H 0.961820 0.233979 -3.693577 0.1 -0.2 0.0 0.144
Br 0.589884 -0.648097 3.420572 0.0 0.1 0.1 0.667
C -1.255703 -0.671805 4.038767 0.1 0.0 0.0 -0.664
C -2.244466 -0.728678 2.906576 0.0 0.0 0.0 -0.653
Br -2.394165 0.976620 1.967185 0.1 0.0 -0.1 0.661
H -1.377820 0.213097 4.654889 0.0 0.0 0.0 0.058
H -1.354506 -1.563476 4.653119 0.0 0.0 0.0 0.069
H -3.243007 -0.940740 3.279821 0.0 0.1 0.0 0.068
H -1.972865 -1.467524 2.159111 0.0 0.0 0.0 0.047
```
Forces are in eV/Å.

No. 2
The following is a DFT calculation (ωB97M-V with the def2-TZVPD basis set) of a molecular structure, C36H35CaClI2N11O3P in a non-equilibrium geometry.

Its LUMO energy is 0.073 eV. Its relative energy (zero: lowest compared OMol25 entry of this formula, charge and spin) is 15.78 kcal per mole. For the largest force on an atom, the calculation gives 2.15 eV Å⁻¹. The calculation puts the frontier orbital gap at 0.251 hartree.

The geometry in XYZ format:
```
90
Properties=species:S:1:pos:R:3:forces:R:3:lowdin_charge:R:1
Ca -0.288536 -0.181984 -0.194822 0.9 1.9 0.4 1.318
I 0.237725 -6.988818 3.924846 -0.1 0.2 -0.1 0.789
C -0.275229 -5.224206 2.890041 0.1 -0.4 0.2 -0.742
C -1.402257 -4.514197 3.264649 0.0 0.0 0.0 -0.249
C -1.693699 -3.347391 2.588498 -0.3 0.5 -0.1 -0.593
I -3.473633 -2.297945 3.041836 0.2 -0.2 0.0 0.899
C -0.891627 -2.795348 1.551361 -0.2 -0.3 0.3 -0.445
O -1.162500 -1.666848 0.997540 -0.5 -1.4 0.9 -0.338
C 0.207174 -3.621559 1.158996 0.0 0.3 -0.1 -0.156
C 1.014160 -3.174438 -0.031793 -0.1 -0.1 0.2 -0.151
N 1.562881 -1.830058 0.187671 0.5 -0.2 -0.2 -0.111
C 2.660530 -1.864996 1.143471 -0.1 0.1 0.0 -0.140
C 2.923258 -0.525088 1.780651 0.1 0.0 0.0 -0.268
C 4.221538 -0.069782 1.997286 0.0 0.0 0.0 -0.031
C 4.409701 1.121729 2.677584 0.0 0.0 0.0 -0.073
C 3.297485 1.829112 3.106217 0.0 0.0 0.0 -0.070
C 2.043323 1.310783 2.820580 0.1 0.1 0.0 -0.142
N 1.854640 0.164147 2.178876 -0.1 -0.1 0.0 0.131
C 0.511774 -4.787688 1.835505 0.0 0.0 0.0 -0.134
H -2.044318 -4.863638 4.060849 0.0 0.0 0.0 0.076
H 0.355964 -3.126870 -0.895527 0.0 0.0 -0.1 0.110
H 1.803524 -3.909278 -0.246658 0.0 0.0 0.0 0.124
H 1.870605 -1.428531 -0.697383 0.2 -0.3 0.1 0.071
H 3.587859 -2.266341 0.711964 0.0 0.0 0.0 0.125
H 2.361405 -2.540131 1.950958 0.0 0.0 0.0 0.133
H 5.065972 -0.645332 1.640096 0.0 0.0 0.0 0.111
H 5.408951 1.490007 2.874053 0.0 0.0 0.0 0.105
H 3.400802 2.758715 3.650052 0.0 0.0 0.0 0.100
H 1.143816 1.840268 3.120515 0.0 0.0 0.0 0.095
H 1.368081 -5.374958 1.524310 0.0 0.0 0.0 0.097
C 1.823229 5.565463 -0.110138 -0.1 0.1 0.0 -0.043
N 1.905997 4.122060 -0.207334 -0.1 -0.1 0.0 -0.132
C 3.045914 3.381634 -0.344089 0.1 -0.1 0.0 -0.051
C 2.645049 2.075597 -0.413681 0.1 0.1 0.0 -0.137
N 1.290450 1.999737 -0.313047 0.1 0.1 0.0 0.038
C 0.861592 3.239572 -0.196465 0.1 0.2 0.0 -0.460
P -0.867038 3.780613 -0.052858 0.1 -0.3 0.0 1.168
C -1.547105 2.818827 -1.441145 -0.1 0.2 -0.1 -0.467
N -1.269404 1.569002 -1.749636 0.0 0.3 -0.1 0.012
C -1.986825 1.280687 -2.869239 -0.1 0.1 -0.1 -0.111
C -2.719399 2.373719 -3.243473 0.0 -0.1 0.0 -0.046
N -2.438363 3.351513 -2.330951 0.1 -0.1 0.0 -0.132
C -2.995077 4.689117 -2.321815 0.0 0.1 0.1 -0.040
C -1.330679 2.685249 1.322622 0.0 0.2 0.2 -0.485
N -0.939128 1.437867 1.484828 -0.4 0.4 0.3 -0.024
C -1.449773 1.020584 2.675341 0.0 0.0 0.2 -0.149
C -2.162776 2.036675 3.250097 0.0 -0.1 0.0 -0.045
N -2.082446 3.096163 2.386357 0.1 -0.1 -0.1 -0.136
C -2.708644 4.390488 2.559527 0.0 0.1 0.0 -0.039
H 2.827275 5.980806 -0.099013 0.0 0.0 0.0 0.089
H 1.283096 5.980735 -0.960540 0.0 0.0 0.0 0.085
H 1.311901 5.859000 0.805637 0.0 0.0 0.0 0.081
H 4.022230 3.834552 -0.379553 0.0 0.0 0.0 0.118
H 3.245593 1.194413 -0.550749 0.0 0.0 0.0 0.099
H -1.943760 0.312294 -3.338368 0.0 0.0 0.0 0.103
H -3.405572 2.535901 -4.057201 0.0 0.0 0.0 0.119
H -3.562912 4.840442 -3.235866 0.0 0.0 0.0 0.090
H -3.661560 4.829515 -1.470364 0.0 0.0 0.0 0.085
H -2.202566 5.433913 -2.274297 0.0 0.0 0.0 0.078
H -1.266271 0.023762 3.037448 -0.1 0.0 0.0 0.081
H -2.723224 2.090751 4.167914 0.0 0.0 0.0 0.122
H -3.215184 4.413164 3.520547 0.0 0.0 0.0 0.091
H -1.966220 5.187011 2.533987 0.0 0.0 0.0 0.081
H -3.442926 4.575691 1.774948 0.0 0.0 0.0 0.083
Cl 0.178047 -3.406159 -7.309776 0.0 0.0 0.0 0.629
C -0.017062 -2.798211 -5.688214 0.0 0.0 0.0 -0.683
C -1.130788 -3.198554 -4.933937 0.1 0.1 0.0 -0.099
C -1.312859 -2.714925 -3.668036 0.0 0.1 0.2 -0.003
C -0.397164 -1.798685 -3.057878 0.0 -0.1 -0.4 -0.381
O -0.617589 -1.333022 -1.893325 -0.3 -1.0 -1.6 -0.278
C 0.748642 -1.444976 -3.845572 -0.4 -0.2 0.2 -0.126
C 1.789316 -0.607244 -3.316395 0.2 0.2 0.0 -0.192
O 1.866536 -0.135180 -2.187543 0.0 -0.1 -0.2 -0.036
C 0.904647 -1.947169 -5.150801 0.1 0.0 0.0 -0.077
H -1.838963 -3.894550 -5.364792 0.0 0.0 0.0 0.105
H -2.171119 -3.020696 -3.081343 0.0 0.0 0.0 0.109
H 2.608923 -0.394966 -4.033735 0.0 0.0 0.0 0.126
H 1.776732 -1.658271 -5.726578 0.0 0.0 0.0 0.110
N -5.316052 -2.721253 -0.889282 0.0 -0.1 -0.2 0.133
C -4.907578 -1.467605 -0.524462 -0.1 0.3 0.1 -0.391
C -3.546124 -1.105428 -0.539556 -0.1 0.1 0.0 -0.103
N -3.151921 0.095857 -0.173700 -0.1 -0.4 0.0 0.072
C -4.095402 0.966791 0.194514 0.0 0.1 0.0 -0.142
C -5.430270 0.622191 0.176320 0.1 0.0 0.0 -0.133
N -5.846125 -0.592197 -0.178562 0.0 -0.2 -0.1 0.119
H -4.648525 -3.470056 -0.825584 0.0 0.0 0.1 0.094
H -6.264185 -2.949659 -0.642915 0.0 0.0 0.0 0.095
H -2.772840 -1.804789 -0.832922 0.0 -0.1 0.0 0.095
H -3.763898 1.952249 0.506747 0.0 0.0 0.0 0.086
H -6.204525 1.327655 0.457871 0.1 0.0 0.0 0.099
```
Forces are in eV/Å.

No. 3
The following is a DFT calculation (ωB97M-V with the def2-TZVPD basis set) of 2 unconnected molecules or ions with the total composition C2H7NO in a non-equilibrium geometry.

Its LUMO energy (alpha / beta) is -5.299 / -9.593 eV. Its spin multiplicity is 2. Its relative energy (zero: lowest compared OMol25 entry of this formula, charge and spin) is 55.95 kcal per mole. As for the charge: +1. As for the expectation value of S²: 0.759. For the largest force on an atom, the calculation gives 6.51 eV Å⁻¹. The calculation puts the frontier orbital gap (alpha / beta) at 0.275 / 0.117 hartree.

The geometry in XYZ format:
```
11
Properties=species:S:1:pos:R:3:forces:R:3:lowdin_charge:R:1
N 3.140769 -2.377613 4.521028 3.1 1.1 -0.4 -0.029
H 3.485557 -2.900165 3.715154 -0.8 -0.8 -0.3 -0.007
H 3.666972 -2.852062 5.261890 -0.8 -0.5 0.3 0.004
H 3.933471 -1.675885 4.387316 -1.6 0.2 0.3 0.031
C -0.771358 2.067303 -2.246771 0.6 1.7 3.3 0.265
C -1.444221 0.908315 -2.299303 -2.0 -5.0 3.6 0.010
O -1.863780 0.188746 -1.111073 1.3 2.6 -4.1 0.144
H -0.508854 2.612669 -3.125326 0.2 0.3 -0.4 0.117
H -0.542010 2.403361 -1.199423 0.0 0.2 -1.3 0.151
H -1.507482 0.377297 -3.208872 -0.7 -0.7 -0.9 0.135
H -2.309324 -0.685607 -1.312904 0.6 1.0 -0.2 0.178
```
Forces are in eV/Å.

No. 4
The following is a DFT calculation (ωB97M-V with the def2-TZVPD basis set) of a molecular structure, C9H15BNO in a non-equilibrium geometry.

Its LUMO energy is -3.425 eV. Its relative energy (zero: lowest compared OMol25 entry of this formula, charge and spin) is 0.00 kcal per mole. As for the charge: +1. For the largest force on an atom, the calculation gives 1.72 eV Å⁻¹. The calculation puts the frontier orbital gap at 0.324 hartree.

The geometry in XYZ format:
```
27
Properties=species:S:1:pos:R:3:forces:R:3:lowdin_charge:R:1
B 1.631090 0.130572 0.282572 1.4 0.9 -0.3 -0.502
C -3.352845 -0.120125 0.037507 0.0 0.3 0.1 -0.059
C -2.773754 -1.449688 -0.070244 0.2 -0.3 -0.1 -0.059
C -2.569654 0.956048 0.092157 0.2 0.0 0.0 -0.028
C -1.493187 -1.658705 0.227221 0.3 0.2 0.1 0.000
C 3.615573 -1.431677 0.126672 -0.2 0.2 0.0 0.075
C 3.133484 -0.186578 0.113754 -0.2 0.2 0.0 -0.043
C -1.079045 0.766995 -0.031147 0.3 -0.2 0.4 -0.247
C -0.677226 -0.495405 0.729853 -0.9 0.3 -0.1 -0.244
C -0.220066 1.933637 0.446426 -0.9 0.0 0.0 -0.078
N 1.186019 1.655864 0.047209 0.3 -0.4 0.0 0.170
O 0.718198 -0.727745 0.609820 -0.6 -1.1 0.3 0.157
H 0.472785 -1.136497 -2.508965 1.1 -0.1 0.5 0.072
H -4.426958 -0.034984 0.062001 -0.1 0.1 0.0 0.116
H -3.410722 -2.259489 -0.385657 0.0 -0.2 0.0 0.116
H -2.956534 1.960043 0.134194 -0.2 0.2 0.0 0.116
H -1.018867 -2.626271 0.202674 0.0 -0.2 0.0 0.125
H 4.666478 -1.641982 0.007139 0.1 0.0 0.0 0.080
H 2.965874 -2.281265 0.255416 -0.2 -0.2 0.0 0.079
H 3.839257 0.624209 -0.027197 0.1 0.1 0.0 0.089
H -0.855634 0.591489 -1.096115 0.0 0.0 0.0 0.158
H -0.883138 -0.371654 1.807824 0.0 0.1 -0.2 0.186
H -0.266959 2.010463 1.534562 0.1 0.1 -0.1 0.154
H -0.557260 2.876789 0.010523 0.2 0.0 0.1 0.146
H 1.299922 1.844356 -0.952464 0.1 0.1 0.1 0.184
H 1.180401 -1.208986 -2.189762 -1.1 0.1 -0.5 0.056
H 1.832763 2.280591 0.534025 0.0 -0.1 -0.1 0.180
```
Forces are in eV/Å.

The lowest largest force on an atom belongs to which entry? C6H15Br2N3OP

Which value of largest force on an atom does entry 1 give? 1.41 eV Å⁻¹

Which of these has the highest largest force on an atom? C2H7NO

Among the records above, which one has the highest largest force on an atom? C2H7NO